A.
ORCA calculation (ωB97M-V/def2-TZVPD) on an isolated molecule of C3H2N2O2.

```
9
Properties=species:S:1:pos:R:3:mulliken_charge:R:1
N 0.189 1.412 0.701 -0.556
C 0.474 0.204 0.615 0.539
O 0.021 -0.797 -0.227 -0.236
C -1.068 -0.602 -1.014 0.226
O -1.702 0.410 -1.113 -0.487
C 2.506 -0.329 0.999 -0.045
N 1.428 -0.418 1.505 -0.165
H -0.571 1.662 0.075 0.361
H -1.276 -1.541 -1.541 0.364
```

Properties
LUMO: 0.0039 Eh
HOMO level: -11.3 eV
Molecular weight: 98.061 Da
Kohn-Sham gap: 11.38 eV

B.
ORCA calculation (ωB97M-V/def2-TZVPD) on an isolated molecule of C3H2N2O2.

```
9
Properties=species:S:1:pos:R:3:mulliken_charge:R:1
O 0.784 1.025 2.328 -0.371
C 0.315 0.568 1.351 0.201
C -0.040 1.045 -0.102 0.385
N 0.803 0.399 -0.893 -0.469
C 0.094 -0.708 -1.216 -0.038
N -1.118 -0.755 -0.706 -0.292
O -1.284 0.491 -0.159 -0.136
H -0.067 -0.510 1.139 0.350
H 0.512 -1.554 -1.743 0.370
```

Properties
LUMO (spin up / spin down): -0.0435 / -0.0435 Eh
HOMO level (spin up / spin down): -10.7 / -10.7 eV
Molecular weight: 98.061 Da
SMILES: O=Cc1ncno1
Kohn-Sham gap (spin up / spin down): 9.55 / 9.55 eV

Ranked by calculated energy, most stable first: A, B.

A.
ORCA calculation (ωB97M-V/def2-TZVPD) on an isolated molecule of C3H2N2O2.

```
9
Properties=species:S:1:pos:R:3:mulliken_charge:R:1
O -2.479 -0.056 -0.942 -0.398
C -1.790 0.151 0.018 -0.045
C -0.328 -0.227 0.125 0.675
N 0.471 0.787 0.116 -0.469
C 1.695 0.206 -0.024 -0.012
N 1.667 -1.096 0.033 -0.286
O 0.301 -1.401 0.099 -0.129
H -2.092 0.812 0.853 0.288
H 2.554 0.825 -0.278 0.377
```

Properties
LUMO: -0.0054 Eh
HOMO level: -11.1 eV
Molecular weight: 98.061 Da
SMILES: O=Cc1ncno1
Kohn-Sham gap: 10.97 eV

B.
ORCA calculation (ωB97M-V/def2-TZVPD) on a structure of composition C3H2N2O2.

```
9
Properties=species:S:1:pos:R:3:mulliken_charge:R:1
O 0.837 0.967 -2.475 -0.307
C 0.285 0.682 -1.502 0.409
C 0.061 0.785 -0.060 0.205
N -1.096 0.199 0.348 -0.472
C -0.641 -0.608 1.276 0.066
N 0.679 -0.605 1.311 -0.342
O 1.166 0.501 0.626 -0.077
H 0.016 -0.670 -1.346 0.128
H -1.307 -1.253 1.822 0.391
```

Properties
LUMO: -0.0273 Eh
HOMO level: -9.9 eV
Molecular weight: 98.061 Da
Kohn-Sham gap: 9.12 eV

Ranked by calculated energy, most stable first: A, B.

A.
ORCA calculation (ωB97M-V/def2-TZVPD) on a structure of composition C3H2N2O2.

```
9
Properties=species:S:1:pos:R:3:mulliken_charge:R:1
N -1.995 -1.226 0.013 -0.417
C -1.420 -0.172 0.033 0.728
O 0.774 -0.856 0.220 -0.591
C 1.563 0.058 -0.022 0.184
O 1.318 1.319 -0.171 -0.392
C -1.164 1.141 0.071 -0.033
N -0.266 1.975 0.038 -0.227
H -1.453 -2.086 -0.042 0.354
H 2.644 -0.153 -0.141 0.396
```

Properties
LUMO: -0.0392 Eh
HOMO level: -9.3 eV
Molecular weight: 98.061 Da
Kohn-Sham gap: 8.23 eV

B.
ORCA calculation (ωB97M-V/def2-TZVPD) on an isolated molecule of C3H2N2O2.

```
9
Properties=species:S:1:pos:R:3:mulliken_charge:R:1
N -2.410 -1.218 0.012 -0.520
C -1.613 -0.281 -0.028 0.409
C -0.908 0.791 0.037 0.285
N -0.084 1.728 0.087 -0.424
O 1.227 1.357 -0.375 -0.156
C 1.761 0.200 0.083 0.196
O 1.251 -0.603 0.811 -0.457
H -2.001 -2.104 -0.294 0.301
H 2.777 0.130 -0.333 0.365
```

Properties
LUMO: -0.0384 Eh
HOMO level: -9.4 eV
Molecular weight: 98.061 Da
SMILES: N=C=C=NOC=O
Kohn-Sham gap: 8.32 eV

C.
ORCA calculation (ωB97M-V/def2-TZVPD) on a structure of composition C3H2N2O2.

```
9
Properties=species:S:1:pos:R:3:mulliken_charge:R:1
C 1.256 0.057 0.067 0.616
C 0.152 -0.896 0.078 -0.794
C -1.151 -0.532 -0.048 0.126
H 0.541 -1.836 0.176 0.400
H -2.007 -1.120 -0.192 0.459
N -0.280 1.919 -0.058 0.019
N 0.763 1.487 0.138 0.106
O 2.377 0.222 -0.137 -0.419
O -1.652 0.699 -0.024 -0.511
```

Properties
LUMO: -0.0085 Eh
HOMO level: -9.8 eV
Molecular weight: 98.061 Da
Kohn-Sham gap: 9.55 eV

D.
ORCA calculation (ωB97M-V/def2-TZVPD) on a structure of composition C3H2N2O2.

```
9
Properties=species:S:1:pos:R:3:mulliken_charge:R:1
N -1.819 -0.981 0.137 -0.422
C -0.818 -0.298 0.046 0.651
O 0.825 -1.024 0.060 -0.480
C 1.602 0.001 -0.050 0.277
O 1.172 1.158 -0.128 -0.386
C -0.583 1.120 -0.073 0.184
N -1.222 2.109 -0.133 -0.534
H -1.851 -1.988 0.226 0.311
H 2.691 -0.089 -0.083 0.399
```

Properties
LUMO: -0.0081 Eh
HOMO level: -9.5 eV
Molecular weight: 98.061 Da
Kohn-Sham gap: 9.26 eV

Ranked by calculated energy, most stable first: D, C, B, A.

A.
ORCA calculation (ωB97M-V/def2-TZVPD) on the ion C5H8N with charge +1.

```
14
Properties=species:S:1:pos:R:3:mulliken_charge:R:1
C 1.361 -0.337 -1.994 -0.664
C 1.608 0.336 -0.900 -0.182
C 0.582 1.321 -0.142 -0.458
N -0.264 0.497 0.554 0.191
C -1.042 -0.252 0.974 0.557
C -1.956 -1.058 1.686 -1.007
H 0.760 0.062 -2.772 0.313
H 2.169 -0.842 -2.460 0.320
H 2.411 -0.032 -0.296 0.337
H 1.129 2.093 0.397 0.314
H 0.007 1.908 -0.984 0.312
H -1.567 -1.402 2.654 0.326
H -2.335 -1.913 1.148 0.319
H -2.863 -0.382 2.135 0.322
```

Properties
LUMO: -0.1491 Eh
Total charge: +1
HOMO level: -14.6 eV
Molecular weight: 82.126 Da
SMILES: C=CC[N+]#CC
Kohn-Sham gap: 10.53 eV

B.
ORCA calculation (ωB97M-V/def2-TZVPD) on the ion C5H8N with charge +1.

```
14
Properties=species:S:1:pos:R:3:mulliken_charge:R:1
C -2.121 0.218 0.579 -0.676
C -1.596 -0.315 -0.515 -0.224
C -0.124 -0.562 -0.636 0.098
C 1.027 0.785 -0.503 -0.141
C 2.058 -0.097 -0.019 -0.173
N 0.737 -0.190 0.558 -0.144
H -3.177 0.091 0.732 0.284
H -1.599 0.839 1.427 0.165
H -2.139 -0.724 -1.487 0.292
H 0.372 -1.302 -1.208 0.412
H 0.922 1.865 -0.479 0.273
H 2.323 -1.040 -0.562 0.194
H 2.893 0.394 0.576 0.286
H 0.423 0.039 1.537 0.352
```

Properties
LUMO: -0.1425 Eh
Total charge: +1
HOMO level: -14.3 eV
Molecular weight: 82.126 Da
SMILES: C=C[C@H]1[C@@H]2C[N@H+]12
Kohn-Sham gap: 10.44 eV

C.
ORCA calculation (ωB97M-V/def2-TZVPD) on the ion C5H8N with charge +1.

```
14
Properties=species:S:1:pos:R:3:mulliken_charge:R:1
C 1.932 0.202 0.092 -0.800
N 0.614 -0.234 -0.101 0.149
C -0.034 -1.335 0.138 -0.039
C -1.374 -0.728 -0.328 -0.101
C -1.857 0.473 0.427 -0.719
C -0.601 0.537 -0.506 -0.351
H 2.000 1.063 0.639 0.401
H 2.650 -0.392 0.621 0.364
H 2.177 0.634 -0.940 0.321
H 0.230 -2.282 0.435 0.522
H -2.045 -1.344 -1.091 0.308
H -2.659 0.914 0.045 0.305
H -1.883 0.438 1.449 0.273
H -0.603 1.254 -1.300 0.368
```

Properties
LUMO: -0.1856 Eh
Total charge: +1
HOMO level: -15.3 eV
Molecular weight: 82.126 Da
SMILES: C[N+]1=C[C@H]2C[C@H]21
Kohn-Sham gap: 10.26 eV

Ranked by calculated energy, most stable first: A, C, B.

A.
ORCA calculation (ωB97M-V/def2-TZVPD) on a cluster of 2 separate species, C5H10 in total.

```
15
Properties=species:S:1:pos:R:3:mulliken_charge:R:1
C 0.935 -0.617 -1.202 -0.525
C 1.972 0.027 -0.686 0.228
C 1.843 0.943 0.510 -1.040
H 1.180 -1.312 -2.000 0.236
H -0.116 -0.662 -0.957 -0.062
H 3.038 -0.176 -0.894 0.273
H 2.545 1.769 0.378 0.350
H 2.147 0.411 1.426 0.234
H 0.832 1.338 0.570 0.310
C -1.990 -0.123 1.155 -0.473
C -2.746 -0.293 0.052 -0.460
H -2.430 0.028 2.134 0.266
H -0.938 -0.391 1.179 0.165
H -3.768 -0.651 0.150 0.227
H -2.393 -0.072 -0.950 0.271
```

Properties
LUMO: 0.0449 Eh
HOMO level: -9.6 eV
Molecular weight: 70.135 Da
SMILES: C=CC.C=C
Kohn-Sham gap: 10.80 eV

B.
ORCA calculation (ωB97M-V/def2-TZVPD) on a cluster of 2 separate species, C5H10 in total.

```
15
Properties=species:S:1:pos:R:3:mulliken_charge:R:1
C 2.371 0.151 0.463 -0.896
C -0.519 0.316 0.700 -0.649
C -0.854 -1.052 0.317 -0.274
C -1.945 -0.068 -0.291 -0.550
C -0.758 0.950 -0.592 -0.246
H 2.716 1.058 -0.041 0.251
H 3.155 -0.238 1.116 0.328
H 2.098 -0.601 -0.285 0.189
H 1.496 0.396 1.075 0.328
H -0.376 -1.527 -0.551 0.203
H -1.110 -1.767 1.099 0.250
H -2.757 0.260 0.350 0.278
H -2.309 -0.475 -1.230 0.340
H -0.929 2.026 -0.625 0.240
H -0.279 0.570 -1.506 0.208
```

Properties
LUMO: 0.0320 Eh
HOMO level: -8.1 eV
Molecular weight: 70.135 Da
Kohn-Sham gap: 9.00 eV

C.
ORCA calculation (ωB97M-V/def2-TZVPD) on an isolated molecule of C5H10.

```
15
Properties=species:S:1:pos:R:3:mulliken_charge:R:1
C 1.250 0.173 -0.270 -0.579
C 0.066 0.308 -1.257 -0.518
C -1.217 0.042 -0.426 -0.565
C -0.757 0.007 1.040 -0.605
C 0.670 -0.542 0.957 -0.603
H 1.608 1.168 0.025 0.261
H 2.103 -0.358 -0.706 0.316
H 0.049 1.301 -1.718 0.262
H 0.151 -0.414 -2.076 0.247
H -1.649 -0.928 -0.700 0.257
H -1.993 0.795 -0.601 0.306
H -1.416 -0.591 1.678 0.336
H -0.734 1.024 1.453 0.274
H 0.641 -1.626 0.785 0.275
H 1.253 -0.367 1.868 0.337
```

Properties
LUMO: 0.0462 Eh
HOMO level: -11.1 eV
Molecular weight: 70.135 Da
SMILES: C1CCCC1
Kohn-Sham gap: 12.31 eV

D.
ORCA calculation (ωB97M-V/def2-TZVPD) on an isolated molecule of C5H10.

```
15
Properties=species:S:1:pos:R:3:mulliken_charge:R:1
C 2.015 0.878 -1.328 -0.988
C 1.347 0.345 -0.035 0.010
C 0.091 0.070 -0.040 -0.508
C -0.921 -0.468 1.102 -0.336
C -2.287 -0.779 0.463 -0.920
H 3.221 0.968 -1.429 0.258
H 1.675 0.286 -2.210 0.273
H 1.661 1.914 -1.653 0.255
H 2.006 0.271 0.821 0.354
H -0.455 0.205 -0.951 0.253
H -1.086 0.171 1.976 0.316
H -0.467 -1.395 1.375 0.245
H -2.708 -1.663 1.072 0.281
H -3.070 0.103 0.714 0.211
H -2.242 -1.129 -0.691 0.296
```

Properties
LUMO: 0.0458 Eh
HOMO level: -9.4 eV
Molecular weight: 70.135 Da
SMILES: C/C=C/CC
Kohn-Sham gap: 10.68 eV

Ranked by calculated energy, most stable first: C, D, A, B.

A.
ORCA calculation (ωB97M-V/def2-TZVPD) on a cluster of 2 separate species, C5H10 in total.

```
15
Properties=species:S:1:pos:R:3:mulliken_charge:R:1
C 1.843 -1.067 0.110 -0.665
C 1.007 -0.167 -0.346 0.330
C 0.869 0.791 -1.363 -0.877
C -0.140 0.530 0.182 -0.188
C 0.050 1.798 1.007 -1.031
H 1.750 -1.356 1.152 0.232
H 2.563 -1.634 -0.462 0.291
H 1.744 1.396 -1.570 0.248
H -0.014 1.050 -1.928 0.330
H -1.082 0.151 -0.198 0.388
H -0.450 1.782 1.966 0.365
H -0.302 2.649 0.437 0.258
H 1.117 1.848 1.215 0.318
H -4.764 -3.654 -0.122 0.001
H -4.190 -4.118 -0.081 -0.001
```

Properties
LUMO: 0.0346 Eh
HOMO level: -7.9 eV
Molecular weight: 70.135 Da
SMILES: C=C1C[C@@H]1C.[H][H]
Kohn-Sham gap: 8.86 eV

B.
ORCA calculation (ωB97M-V/def2-TZVPD) on a cluster of 2 separate species, C5H10 in total.

```
15
Properties=species:S:1:pos:R:3:mulliken_charge:R:1
C 2.099 -0.017 0.085 -0.810
C 1.237 1.072 0.599 -0.285
C -0.871 -0.635 0.435 -0.523
C -2.021 -0.390 -0.485 -0.402
C -0.934 0.631 -0.415 -0.646
H 3.050 0.395 0.477 0.349
H 2.009 -1.046 0.463 0.301
H 2.206 -0.022 -1.007 0.251
H 0.887 0.766 1.605 0.140
H -0.157 -1.412 0.173 0.274
H -1.042 -0.551 1.506 0.281
H -2.975 -0.120 -0.045 0.238
H -2.066 -0.975 -1.397 0.242
H -1.145 1.576 0.077 0.298
H -0.278 0.729 -1.274 0.292
```

Properties
LUMO: 0.0235 Eh
HOMO level: -8.2 eV
Molecular weight: 70.135 Da
Kohn-Sham gap: 8.84 eV

C.
ORCA calculation (ωB97M-V/def2-TZVPD) on an isolated molecule of C5H10.

```
15
Properties=species:S:1:pos:R:3:mulliken_charge:R:1
C 0.867 -1.511 -1.903 -0.866
C 0.189 -1.184 -0.602 -0.047
C -0.022 0.029 -0.227 -0.680
C -0.713 0.491 1.117 -0.180
C -0.390 1.949 1.486 -1.244
H 0.104 -2.121 -2.381 0.282
H 1.139 -0.483 -2.425 0.232
H 1.997 -2.038 -1.767 0.231
H 0.099 -1.918 0.317 0.188
H 0.155 0.753 -0.737 0.645
H -0.299 -0.285 1.961 0.250
H -1.807 0.610 0.984 0.198
H -0.925 2.474 0.844 0.402
H 0.787 2.029 1.528 0.272
H -0.838 2.341 2.461 0.315
```

Properties
LUMO: 0.0430 Eh
HOMO level: -9.4 eV
Molecular weight: 70.135 Da
SMILES: C/C=C/CC
Kohn-Sham gap: 10.59 eV

Ranked by calculated energy, most stable first: C, A, B.